CI2NO2 as an isolated structure at a distorted geometry. Source: OMol25; level of theory: ωB97M-V with the def2-TZVPD basis set.

The calculation puts the orbital gap at 6.2 eV. Its charge is -1.

```
6
CI2NO2, DFT ωB97M-V with the def2-TZVPD basis set
C -0.74 1.65 0.38
N 0.56 -1.07 -0.51
O -1.43 1.04 1.10
O -0.24 2.48 -0.25
I -0.68 -2.70 0.06
I 2.54 -1.41 -0.79
```

A 2-piece molecular cluster, CN2O3S overall at a distorted geometry. Source: OMol25; level of theory: ωB97M-V with the def2-TZVPD basis set.

The calculation puts the orbital gap (alpha / beta) at 6.4 / 9.1 eV. Its charge is 0.

```
7
CN2O3S, DFT ωB97M-V with the def2-TZVPD basis set
C 0.64 -0.71 -0.17
N 0.71 -1.40 -1.08
N -1.82 0.66 -0.61
O -0.69 1.10 -0.32
O -2.06 -0.43 -0.23
O 2.31 0.58 1.17
S 0.91 0.20 1.24
```

A 2-piece molecular cluster, CN2O3S overall at a distorted geometry. Source: OMol25; level of theory: ωB97M-V with the def2-TZVPD basis set.

The calculation puts the orbital gap (alpha / beta) at 8.0 / 8.0 eV. Its charge is 0.

```
7
CN2O3S, DFT ωB97M-V with the def2-TZVPD basis set
C 1.44 0.85 0.02
N 1.99 1.40 0.93
N 0.93 1.08 -1.11
O -2.83 -0.78 0.92
O 0.81 0.53 -2.16
O -0.53 -1.28 0.72
S -1.82 -1.80 0.68
```

One molecule with the formula CN2O5S at a distorted geometry. Source: OMol25; level of theory: ωB97M-V with the def2-TZVPD basis set.

The calculation puts the orbital gap at 11.9 eV. The SMILES is N#CS(=O)(=O)O[N+](=O)[O-]. Its charge is 0.

```
9
CN2O5S, DFT ωB97M-V with the def2-TZVPD basis set
N -2.46 1.65 -0.50
C -1.38 1.39 -0.27
S 0.31 0.99 0.12
O 0.72 1.81 1.19
O 1.05 0.86 -1.08
O 0.02 -0.51 0.68
N 0.49 -1.80 0.07
O 1.43 -2.22 0.60
O -0.18 -2.17 -0.81
```

A 2-piece molecular cluster, CN3O2S overall at a distorted geometry. Source: OMol25; level of theory: ωB97M-V with the def2-TZVPD basis set.

The calculation puts the orbital gap at 5.7 eV. Its charge is -1.

```
7
CN3O2S, DFT ωB97M-V with the def2-TZVPD basis set
C -0.33 2.37 0.53
N 0.53 2.61 1.24
N 0.53 -1.89 -0.81
N 0.06 -1.48 0.15
O 0.67 -1.66 -1.97
O -0.04 -1.66 1.32
S -1.42 1.71 -0.48
```

CNNiO5S2 as an isolated structure at a distorted geometry. Source: OMol25; level of theory: ωB97M-V with the def2-TZVPD basis set.

The calculation puts the orbital gap (alpha / beta) at 5.9 / 5.8 eV. Its charge is -1. The spin multiplicity is 3.

```
10
CNNiO5S2, DFT ωB97M-V with the def2-TZVPD basis set
O 0.06 2.01 0.10
C 0.98 2.15 -0.65
O 1.82 2.79 -1.15
Ni 0.14 0.21 1.01
N -1.32 -1.21 0.37
S -0.91 -2.09 1.76
O 0.16 -1.05 2.48
S -0.45 -1.57 -1.03
O 0.82 -0.26 -0.74
O -1.29 -0.97 -2.13
```

Looking at energy relative to the best compared isomer or geometry (same formula, charge and spin) for the records above, in order, we have 0.3263; 2.3827; 1.1489; 0.0607; 1.7469; 0.0643 eV.
Looking at calculated total energy for the records above, in order, we have -22823.608; -20988.101; -20989.335; -25083.307; -20433.500; -75477.627 eV.